A structure of composition C3H9N2O2. Source: the Open Molecules 2025 dataset; level of theory: the ωB97M-V functional and the def2-TZVPD basis.

XYZ file:
```
16
Properties=species:S:1:pos:R:3:nbo_charge:R:1
C -0.283 -2.002 -0.616 -0.42
C -0.354 0.370 -1.193 0.56
C 0.599 0.808 1.589 0.49
N -0.947 -0.733 -0.790 -0.57
N 0.680 1.062 0.349 -0.68
O -1.131 1.407 -1.425 -0.63
O 1.342 1.407 2.482 -0.63
H -0.790 -2.766 -1.206 0.23
H 0.749 -1.924 -0.948 0.22
H 0.577 0.247 -1.743 0.20
H -0.122 0.058 1.910 0.17
H -1.895 -0.649 -0.441 0.42
H -0.296 -2.309 0.429 0.21
H 1.365 1.777 0.113 0.39
H -0.699 2.127 -1.907 0.52
H 1.206 1.120 3.397 0.52
```

Results
net charge = +1
spin multiplicity = 1

=====

A structure of composition C3H9N2O2 in a non-equilibrium geometry. Source: the Open Molecules 2025 dataset; level of theory: the ωB97M-V functional and the def2-TZVPD basis.

XYZ file:
```
16
Properties=species:S:1:pos:R:3:nbo_charge:R:1
C -0.964 -0.282 -1.770 -0.69
C -0.614 0.248 2.773 -0.50
C 0.465 -0.495 -1.882 0.13
N -0.178 0.329 1.466 0.25
N 1.081 -0.145 -0.825 -0.15
O -0.392 1.308 0.702 -0.30
O 2.373 -0.202 -0.568 -0.50
H -1.579 -0.565 -2.690 0.27
H -1.313 -0.896 -0.913 0.25
H -1.152 0.643 -1.284 0.24
H -1.380 0.917 3.066 0.24
H 0.307 0.341 3.295 0.30
H -0.976 -0.764 2.801 0.28
H 0.363 0.947 -0.188 0.48
H 0.986 -0.914 -2.789 0.23
H 2.973 -0.469 -1.195 0.49
```

Results
net charge = +1
spin multiplicity = 1

=====

A cluster of 3 separate species, C3H9N2O2 in total in a non-equilibrium geometry. Source: the Open Molecules 2025 dataset; level of theory: the ωB97M-V functional and the def2-TZVPD basis.

XYZ file:
```
16
Properties=species:S:1:pos:R:3:nbo_charge:R:1
C 0.602 0.925 2.184 -0.05
C -0.738 0.579 1.945 -0.06
N -0.765 0.324 0.507 -0.49
C 0.443 0.113 0.033 0.32
N 1.309 0.500 1.017 -0.48
H 1.202 1.309 3.016 0.26
H -1.509 0.398 2.695 0.27
H -1.723 -0.059 -0.068 0.49
H 0.609 -0.265 -0.899 0.29
H 2.239 0.368 1.055 0.43
H -0.243 0.767 -3.425 0.49
H 0.282 1.880 -2.615 0.49
O -0.077 0.965 -2.502 -0.96
H -0.073 -3.145 -0.864 0.49
H -1.251 -2.480 -1.120 0.48
O -0.308 -2.178 -0.961 -0.96
```

Results
net charge = +1
spin multiplicity = 1

=====

An isolated molecule of C3H9N2O2P in a non-equilibrium geometry. Source: the Open Molecules 2025 dataset; level of theory: the ωB97M-V functional and the def2-TZVPD basis.

XYZ file:
```
17
Properties=species:S:1:pos:R:3:nbo_charge:R:1
C 2.473 -0.774 0.005 -0.44
N 1.191 -0.483 0.643 -0.97
P 0.259 0.806 -0.042 2.29
N 1.163 2.009 -0.547 -1.31
O -1.126 0.974 0.864 -0.79
C -2.229 0.217 0.564 -0.07
C -1.738 -0.653 -0.616 -0.11
O -0.577 -0.043 -1.198 -0.79
H 3.353 -1.124 0.655 0.21
H 2.341 -1.636 -0.706 0.19
H 2.575 0.185 -0.583 0.24
H 1.117 -0.354 1.635 0.39
H 0.795 2.966 -0.577 0.41
H -2.939 0.879 0.280 0.18
H -2.543 -0.455 1.435 0.18
H -1.587 -1.705 -0.353 0.18
H -2.527 -0.811 -1.459 0.19
```

Results
structure (SMILES) = CNP1(=N)OCCO1
spin multiplicity = 1

=====

Computed frontier orbital gap (eV) in order:
11.7, 8.3, 10.9, 10.0
Computed energy above the lowest of the compared OMol25 structures with the same formula, charge and spin (eV) in order:
1.808, 7.885, 2.322, 2.614